# 1
Formula: C7H10N
Source: OMol25
Level of theory: wB97M-V/def2-TZVPD

Structure (ORCA input):
```
! wB97M-V def2-TZVPD RIJCOSX def2/J DEFGRID3
* xyz 1 1
C 1.353 0.662 0.080
C 2.152 1.662 -0.105
C 1.876 -1.867 -0.097
C -2.079 0.481 -0.062
C -0.997 0.105 -1.057
C -1.136 -0.067 1.118
C 0.002 0.015 0.091
N 1.341 -0.739 0.069
H 3.266 1.458 -0.269
H 1.704 2.688 -0.206
H 1.430 -2.748 0.020
H 3.046 -1.992 -0.062
H -2.147 1.657 -0.152
H -3.091 -0.107 -0.136
H -1.193 -0.914 -1.456
H -0.643 0.793 -1.828
H -0.968 0.749 1.934
H -1.405 -1.151 1.401
*
```

Values from the calculation:
**HOMO energy**: -14.86 eV
**ΔE to the lowest compared entry with this formula, charge and spin**: 376.69 kJ/mol
**SMILES**: C=C1[N+](=C)C12CCC2
**Calculated total energy**: -327.05754 hartree
**Gap between HOMO and LUMO**: 9.6 eV

# 2
Formula: C7H10N2
Source: OMol25
Level of theory: wB97M-V/def2-TZVPD

Structure (ORCA input):
```
! wB97M-V def2-TZVPD RIJCOSX def2/J DEFGRID3
* xyz 0 1
C 0.877 -1.217 -2.053
C 1.564 -2.439 -2.277
C 0.725 -1.161 -0.693
C -0.148 1.025 -0.399
C -0.018 -0.166 0.145
C -0.799 2.169 0.124
C -0.461 -0.733 1.493
N 1.881 -2.984 -1.137
N 1.297 -2.276 -0.165
H 0.392 -0.750 -2.913
H 1.780 -2.952 -3.129
H 0.219 1.104 -1.391
H -1.026 2.016 1.238
H -0.144 3.198 0.047
H -1.660 2.342 -0.468
H -1.109 -1.608 1.486
H -0.771 0.001 2.140
H 0.385 -1.209 2.031
H 1.211 -2.607 0.852
*
```

Values from the calculation:
**HOMO energy**: -8.31 eV
**ΔE to the lowest compared entry with this formula, charge and spin**: 217.58 kJ/mol
**SMILES**: C/C=C(\C)c1ccn[nH]1
**Calculated total energy**: -382.16929 hartree
**Gap between HOMO and LUMO**: 9.1 eV

# 3
Formula: C7H10N2
Source: OMol25
Level of theory: wB97M-V/def2-TZVPD

Structure (ORCA input):
```
! wB97M-V def2-TZVPD RIJCOSX def2/J DEFGRID3
* xyz 0 1
C 2.081 -0.557 -3.051
C 1.130 -0.281 -2.066
C -0.343 -0.754 -2.007
C -0.863 0.026 -0.847
C 0.444 0.264 0.086
C 0.393 1.503 0.903
C 0.759 -0.964 0.964
N 2.860 -0.677 -3.881
N 1.533 0.321 -0.901
H -0.755 -0.333 -2.970
H -0.459 -1.799 -2.004
H -1.451 0.892 -1.062
H -1.531 -0.486 -0.269
H 1.399 1.642 1.229
H 0.011 1.356 1.892
H -0.045 2.421 0.608
H 0.965 -1.821 0.228
H -0.135 -1.193 1.419
H 1.553 -0.726 1.679
*
```

Values from the calculation:
**HOMO energy**: -10.23 eV
**ΔE to the lowest compared entry with this formula, charge and spin**: 204.97 kJ/mol
**SMILES**: CC1(C)CCC(C#N)=N1
**Calculated total energy**: -382.17409 hartree
**Gap between HOMO and LUMO**: 10.2 eV

# 4
Formula: C7H10N2O
Source: OMol25
Level of theory: wB97M-V/def2-TZVPD

Structure (ORCA input):
```
! wB97M-V def2-TZVPD RIJCOSX def2/J DEFGRID3
* xyz 0 1
C -1.463 1.954 0.645
C -0.588 1.857 -0.610
C -0.296 0.413 -1.023
O 1.031 0.075 -0.607
C 1.283 -1.287 -0.417
C 0.747 -2.144 -1.498
N 0.214 -2.868 -2.212
C 0.711 -1.800 0.935
C 1.158 -0.906 2.008
N 1.458 -0.144 2.810
H -1.773 2.992 0.781
H -0.919 1.650 1.539
H -2.376 1.369 0.528
H -1.106 2.343 -1.436
H 0.362 2.358 -0.426
H -1.040 -0.267 -0.598
H -0.353 0.323 -2.112
H 2.368 -1.388 -0.377
H -0.377 -1.771 0.886
H 1.056 -2.814 1.122
*
```

Values from the calculation:
**HOMO energy**: -10.86 eV
**ΔE to the lowest compared entry with this formula, charge and spin**: 182.97 kJ/mol
**SMILES**: CCCO[C@H](C#N)CC#N
**Calculated total energy**: -457.43910 hartree
**Gap between HOMO and LUMO**: 11.5 eV

# 5
Formula: C7H10N2O
Source: OMol25
Level of theory: wB97M-V/def2-TZVPD

Structure (ORCA input):
```
! wB97M-V def2-TZVPD RIJCOSX def2/J DEFGRID3
* xyz 0 1
N 2.703 0.077 -0.749
C 1.923 0.094 0.317
C 0.450 -0.152 0.207
C -0.118 -1.569 -0.092
C -1.316 -0.905 0.644
N -0.342 -0.122 1.472
C -1.765 0.138 -0.396
C -1.474 1.588 -0.118
C -0.414 0.721 -0.735
H -0.241 -1.874 -1.141
H 0.367 -2.358 0.499
H -2.080 -1.480 1.178
H 0.096 -0.764 2.131
H -2.482 -0.153 -1.163
H -1.944 2.299 -0.798
H -1.361 1.928 0.910
H -0.071 0.879 -1.757
O 2.301 1.148 0.975
H 2.544 -0.732 -1.341
H 3.221 1.236 -0.044
*
```

Values from the calculation:
**HOMO energy**: -9.40 eV
**ΔE to the lowest compared entry with this formula, charge and spin**: 520.35 kJ/mol
**Calculated total energy**: -457.31059 hartree
**Gap between HOMO and LUMO**: 9.9 eV

# 6
Formula: C7H10N2O2
Source: OMol25
Level of theory: wB97M-V/def2-TZVPD

Structure (ORCA input):
```
! wB97M-V def2-TZVPD RIJCOSX def2/J DEFGRID3
* xyz 0 1
C -1.647 0.797 0.473
C -1.817 -0.627 0.044
C -0.443 -0.450 -1.855
C 0.997 -0.523 -1.371
C 1.373 0.769 -0.632
C 0.749 1.026 0.760
C 0.923 -0.151 1.723
N -0.621 1.478 0.696
N -1.328 -1.095 -1.025
O -0.761 0.067 -2.896
O -2.621 -1.358 0.811
H -2.593 1.332 0.540
H 1.151 -1.405 -0.748
H 1.634 -0.599 -2.254
H 2.455 0.775 -0.490
H 1.113 1.614 -1.276
H 1.286 1.890 1.175
H 0.537 -1.077 1.303
H 0.382 0.054 2.644
H 1.977 -0.282 1.959
H -2.745 -2.236 0.418
*
```

Values from the calculation:
**HOMO energy**: -9.55 eV
**ΔE to the lowest compared entry with this formula, charge and spin**: 128.10 kJ/mol
**SMILES**: C[C@H]1CCC(=O)/N=C(O)\C=N/1
**Calculated total energy**: -532.70822 hartree
**Gap between HOMO and LUMO**: 10.0 eV

# 7
Formula: C7H10N2O2PS
Source: OMol25
Level of theory: wB97M-V/def2-TZVPD

Structure (ORCA input):
```
! wB97M-V def2-TZVPD RIJCOSX def2/J DEFGRID3
* xyz 1 1
C 1.492 3.523 -1.423
C 0.147 3.604 -1.462
C 2.183 2.342 -1.202
C -0.607 2.431 -1.227
C 1.409 1.181 -0.827
C 0.022 1.207 -0.901
C -0.553 -0.430 0.658
N -0.852 0.247 -0.429
N -1.074 -1.428 1.260
O -0.735 -3.510 3.001
O -1.492 -4.959 1.200
P -0.189 -4.249 1.734
S 1.522 -5.042 1.603
H 2.004 4.406 -1.593
H -0.387 4.514 -1.589
H 3.206 2.404 -1.131
H -1.677 2.563 -1.163
H 1.872 0.296 -0.527
H 0.463 -0.196 0.887
H -1.860 0.158 -0.895
H -2.047 -1.467 0.938
H -1.184 -2.603 2.859
H -1.661 -4.993 0.229
*
```

Values from the calculation:
**HOMO energy**: -11.79 eV
**ΔE to the lowest compared entry with this formula, charge and spin**: 180.22 kJ/mol
**Calculated total energy**: -1272.00786 hartree
**Gap between HOMO and LUMO**: 5.5 eV

# 8
Formula: C7H10N2O3
Source: OMol25
Level of theory: wB97M-V/def2-TZVPD

Structure (ORCA input):
```
! wB97M-V def2-TZVPD RIJCOSX def2/J DEFGRID3
* xyz 0 1
C -1.901 -1.305 0.087
C -3.853 -0.082 -0.035
C -2.966 1.138 0.115
C -1.633 0.986 0.102
C 3.006 0.559 -0.875
C 3.768 -0.530 -0.645
C 2.320 -0.515 0.921
H -1.386 -2.180 -0.319
H -2.096 -1.426 1.183
H -4.184 -0.443 0.970
H -4.751 0.122 -0.654
H -3.416 2.118 0.223
H -0.965 1.821 0.225
H 1.238 2.173 -0.284
H 3.002 1.317 -1.655
H 4.569 -0.909 -1.228
H 1.712 -0.720 1.802
N 2.085 0.572 0.149
N 3.339 -1.206 0.482
O -3.087 -1.132 -0.609
O -1.020 -0.208 -0.102
O 1.090 1.473 0.373
*
```

Values from the calculation:
**HOMO energy**: -8.93 eV
**ΔE to the lowest compared entry with this formula, charge and spin**: 414.24 kJ/mol
**SMILES**: C1=COCOC1.On1ccnc1
**Calculated total energy**: -607.83967 hartree
**Gap between HOMO and LUMO**: 9.4 eV

# 9
Formula: C7H10N2O3
Source: OMol25
Level of theory: wB97M-V/def2-TZVPD

Structure (ORCA input):
```
! wB97M-V def2-TZVPD RIJCOSX def2/J DEFGRID3
* xyz 0 1
C -0.117 -1.340 2.642
C 1.275 -1.279 2.349
C -0.680 -0.857 1.497
C 1.440 -0.912 1.033
C -1.721 -0.109 -1.025
C 0.718 1.022 -1.131
C 0.082 -0.381 -0.813
N 0.259 -0.632 0.541
N -2.191 1.071 -0.567
O -2.228 -0.995 -1.676
O 0.499 1.665 -2.381
O 0.372 -1.336 -1.722
H -0.572 -1.399 3.555
H 1.989 -1.500 3.133
H -1.785 -0.694 1.192
H 2.089 -0.831 0.294
H 1.762 0.790 -1.020
H 0.362 1.748 -0.446
H -1.447 1.725 -0.170
H -3.075 1.443 -0.808
H 0.279 0.932 -3.103
H -0.418 -1.836 -1.946
*
```

Values from the calculation:
**HOMO energy**: -8.45 eV
**ΔE to the lowest compared entry with this formula, charge and spin**: 265.82 kJ/mol
**SMILES**: NC(=O)[C@@](O)(CO)n1cccc1
**Calculated total energy**: -607.89620 hartree
**Gap between HOMO and LUMO**: 9.0 eV

# 10
Formula: C7H10N2O3
Source: OMol25
Level of theory: wB97M-V/def2-TZVPD

Structure (ORCA input):
```
! wB97M-V def2-TZVPD RIJCOSX def2/J DEFGRID3
* xyz 0 1
C 1.799 -0.692 0.145
C -0.284 -1.697 0.224
C -0.868 -0.418 0.033
C -2.473 -0.444 0.050
C -0.107 0.746 -0.319
C -0.907 2.089 -0.355
C 1.267 0.593 -0.366
H 3.660 -1.357 1.609
H 3.673 -1.584 -0.607
H -0.716 -2.626 0.507
H -2.849 -0.078 0.966
H -2.909 0.091 -0.768
H -2.333 -2.307 -1.114
H -0.070 2.885 -0.263
H -1.281 2.149 -1.408
H -0.754 2.019 1.483
H 3.117 1.129 -0.237
N 3.169 -0.778 0.364
N 1.084 -1.763 0.081
O -2.954 -1.660 -0.363
O -1.550 2.237 0.925
O 2.287 1.465 -0.589
*
```

Values from the calculation:
**HOMO energy**: -8.57 eV
**ΔE to the lowest compared entry with this formula, charge and spin**: 731.80 kJ/mol
**Calculated total energy**: -607.71872 hartree
**Gap between HOMO and LUMO**: 8.5 eV

# 11
Formula: C7H10N2O3
Source: OMol25
Level of theory: wB97M-V/def2-TZVPD

Structure (ORCA input):
```
! wB97M-V def2-TZVPD RIJCOSX def2/J DEFGRID3
* xyz 0 1
C 0.465 1.193 -1.836
C 1.635 3.013 -2.823
C 2.871 3.081 -3.617
C 3.905 3.070 -4.239
C -1.698 -2.310 3.152
C -1.311 -0.913 1.136
C -0.038 -1.306 1.729
H -0.384 0.605 -2.258
H 0.136 1.919 -1.055
H 1.140 0.426 -1.416
H 4.793 3.127 -4.840
H -3.062 -3.637 2.463
H -3.067 -3.361 4.209
H -1.456 -0.956 0.020
H -1.920 -0.160 1.628
H 0.218 -0.796 2.658
H 0.770 -1.712 1.064
N -2.788 -3.117 3.268
N -1.197 -2.200 1.827
O 1.015 1.845 -2.956
O 1.142 3.915 -2.201
O -1.168 -1.727 4.087
*
```

Values from the calculation:
**HOMO energy**: -9.72 eV
**ΔE to the lowest compared entry with this formula, charge and spin**: 372.75 kJ/mol
**SMILES**: NC(=O)N1CC1.C#CC(=O)OC
**Calculated total energy**: -607.85548 hartree
**Gap between HOMO and LUMO**: 10.1 eV

# 12
Formula: C7H10N2O3S
Source: OMol25
Level of theory: wB97M-V/def2-TZVPD

Structure (ORCA input):
```
! wB97M-V def2-TZVPD RIJCOSX def2/J DEFGRID3
* xyz 0 1
C 0.551 -1.593 2.589
C -0.069 -2.248 1.606
C 0.825 -0.227 2.639
C -0.643 -1.414 0.524
C 0.384 0.575 1.504
C -0.308 -0.098 0.484
C -1.012 0.747 -0.514
N -2.129 0.724 -1.117
N 0.554 -0.765 -2.349
O 1.450 1.652 -1.118
O -0.394 2.514 -2.393
O -0.105 3.245 -0.127
S 0.148 2.133 -0.962
H 0.941 -2.163 3.430
H -0.178 -3.313 1.382
H 1.584 0.161 3.237
H -1.022 -1.963 -0.263
H 0.673 1.596 1.622
H -1.208 3.125 -2.227
H -2.682 -0.190 -0.893
H 0.774 -1.740 -2.561
H 0.965 -0.239 -3.106
H 0.902 -0.520 -1.389
*
```

Values from the calculation:
**HOMO energy**: -9.67 eV
**ΔE to the lowest compared entry with this formula, charge and spin**: 186.30 kJ/mol
**SMILES**: [H]/N=C(\c1ccccc1)S(=O)(=O)O.N
**Calculated total energy**: -1006.08007 hartree
**Gap between HOMO and LUMO**: 9.8 eV